No. 1
One molecule with the formula C7H5F2O3P at a distorted geometry. Source: OMol25; level of theory: ωB97M-V/def2-TZVPD.

The calculation puts the frontier orbital gap (alpha / beta) at 6.930 / 6.928 eV. Its highest occupied orbital energy (alpha / beta) is -8.60 / -8.60 eV. As for the energy above the lowest of the compared OMol25 structures with the same formula, charge and spin: 172.5 kJ/mol. The total charge is 0.

```
18
C7H5F2O3P ωB97M-V/def2-TZVPD
H 0.3153 2.5221 -1.0629
C 0.1714 -0.6955 1.1938
H 2.3967 -2.2728 -1.4940
C 1.5037 1.1561 0.2793
O 2.0861 -2.3608 -0.5745
C 0.3287 1.6608 -0.3625
C -0.9498 -0.1384 0.6919
H -1.8529 -0.7563 0.7613
H 0.1897 -1.7040 1.5925
C 1.5096 -0.1403 0.9777
C -0.9099 1.0269 -0.1087
C 2.6693 1.8816 0.1326
O 3.5425 -0.7040 -1.1979
H -1.8088 1.5510 -0.2063
F 2.8581 2.9826 -0.5364
O 2.5381 -0.6071 1.4617
P 3.3885 -1.6018 -0.0283
F 3.7731 1.4628 0.6554
```

Here are the Löwdin charges for atoms 1 to 5, given in e: H 0.13; C 0.01; H 0.04; C -0.07; O -0.28

---

No. 2
One molecule with the formula C5H10O2 at a distorted geometry. Source: OMol25; level of theory: ωB97M-V/def2-TZVPD.

The calculation puts the frontier orbital gap at 10.741 eV. Its highest occupied orbital energy is -9.91 eV. Its SMILES is O=CCCCCO. As for the energy above the lowest of the compared OMol25 structures with the same formula, charge and spin: 166.8 kJ/mol. The total charge is 0.

```
17
C5H10O2 ωB97M-V/def2-TZVPD
O -2.2511 -1.0711 2.1937
H 0.8400 2.4060 -0.7637
H 1.6528 0.5804 -2.2239
C 1.9527 0.8506 -1.2086
C 1.1735 -0.0288 -0.2240
H -1.8632 -1.7023 -0.4119
H 3.0203 0.6994 -1.0750
H -1.8486 0.5199 1.0407
H -0.7911 0.4885 -1.0671
H 1.6339 -1.0028 -0.0498
H -0.4189 -2.1433 0.5408
H 0.0212 -1.0067 -1.6685
O 1.7716 2.2259 -0.9261
C -1.0009 -1.3148 0.1456
H 1.1811 0.4883 0.7370
C -1.7148 -0.5641 1.2511
C -0.2151 -0.3986 -0.7937
```

Here are the Löwdin charges for atoms 1 to 5, given in e: O 0.06; H 0.08; H 0.11; C -0.27; C -0.19